[1]
DFT (wB97M-V/def2-TZVPD) results for 4 unconnected molecules or ions with the total composition C13H39N4O8P2S at a distorted geometry.

The geometry in XYZ format:
```
67
Properties=species:S:1:pos:R:3:lowdin_charge:R:1
N 0.10435 -0.27639 -0.63735 -0.167
P 1.18625 0.63804 0.11023 0.619
O 0.49734 1.32034 1.46291 -0.130
O 1.65531 1.79031 -1.02527 -0.160
N 2.60300 -0.34597 0.58008 0.005
C 2.95179 -1.04991 -0.64301 -0.444
N 3.86367 -0.54600 -1.63284 0.124
N 2.38080 -2.19197 -0.89123 -0.044
P 2.75241 -3.16637 -2.34199 0.373
S 4.56221 -3.83217 -2.45196 0.234
H -0.75485 -0.18683 -0.08355 -0.019
H 0.41212 0.62233 2.13884 0.097
H 1.42646 1.44479 -1.90281 0.074
H 3.35764 0.35106 0.70758 0.115
H 3.44821 0.23937 -2.14188 0.110
H 4.67286 -0.21127 -1.09716 0.126
H 1.69824 -2.57620 -0.22588 0.144
H 2.32352 -2.36477 -3.44133 0.006
H 1.86059 -4.29019 -2.31301 0.005
C 9.08364 -4.59336 -1.99710 -0.105
O 8.69560 -4.43063 -3.35307 -0.188
C 7.89315 -3.27529 -3.55741 -0.242
C 8.70727 -2.12512 -4.13073 -0.202
O 9.67866 -1.66282 -3.20157 -0.196
C 10.98149 -2.16147 -3.47898 -0.103
H 9.89463 -5.32075 -1.96284 0.093
H 9.43867 -3.65836 -1.55818 0.084
H 8.24162 -4.97805 -1.41238 0.085
H 7.39780 -2.97725 -2.62751 0.083
H 7.11704 -3.54932 -4.27939 0.107
H 8.03389 -1.28509 -4.33091 0.121
H 9.17735 -2.41112 -5.07616 0.129
H 11.41295 -1.61790 -4.32487 0.090
H 10.97064 -3.23063 -3.69853 0.085
H 11.60289 -1.99251 -2.59963 0.091
C -6.39932 1.40101 -1.83778 -0.107
O -6.38426 1.71578 -0.45308 -0.196
C -6.27209 0.55996 0.37076 -0.193
C -4.84786 0.37002 0.86780 -0.191
O -3.95565 0.07272 -0.20436 -0.197
C -3.20920 1.20491 -0.62023 -0.121
H -6.21700 2.32020 -2.39530 0.090
H -5.62519 0.67678 -2.10129 0.082
H -7.38068 1.00829 -2.11945 0.091
H -6.62393 -0.33065 -0.15907 0.129
H -6.92597 0.71786 1.23385 0.115
H -4.82583 -0.48738 1.54684 0.127
H -4.50744 1.24867 1.42471 0.122
H -2.40902 1.40106 0.10344 0.068
H -3.83595 2.09253 -0.72358 0.089
H -2.76042 0.98128 -1.58884 0.088
C -8.04995 1.72843 5.11443 -0.106
O -7.20195 1.83595 3.97963 -0.206
C -7.30716 3.10237 3.33563 -0.195
C -6.15146 4.01581 3.71443 -0.200
O -6.19542 4.36755 5.09172 -0.188
C -5.29333 3.60537 5.87918 -0.112
H -7.72663 0.86564 5.69757 0.089
H -7.99705 2.61492 5.74963 0.085
H -9.08331 1.56795 4.79290 0.090
H -8.26798 3.57491 3.56082 0.130
H -7.26881 2.91625 2.25725 0.113
H -6.24042 4.94637 3.14586 0.127
H -5.19011 3.55732 3.46050 0.119
H -4.27262 3.97429 5.73374 0.086
H -5.33653 2.54186 5.63466 0.081
H -5.56666 3.73346 6.92654 0.091
```

The maximum force is 5.2 eV/Å. The HOMO energy comes out at -10.609 eV. Its spin multiplicity is 1. As for the net charge: +1. The calculation puts the LUMO energy at -5.228 eV.

[2]
DFT (wB97M-V/def2-TZVPD) results for a molecular structure, C13H3Cl5F6FeN3O8S2 at a distorted geometry.

The geometry in XYZ format:
```
41
Properties=species:S:1:pos:R:3:lowdin_charge:R:1
Fe 0.23925 -0.21257 0.05117 1.033
O -5.40026 0.47728 1.33257 0.143
C -4.66929 0.81376 2.38556 -0.491
O -5.15052 1.12160 3.44309 0.119
C -3.18425 0.81015 2.21954 -0.022
C -2.31602 1.17383 3.23091 0.044
N -1.06875 1.08252 2.74712 0.073
N -1.07802 0.68804 1.47147 0.020
C -2.34369 0.50453 1.14124 -0.125
C -2.55761 -0.00407 -0.23871 -0.512
O -3.67484 -0.16181 -0.69236 0.115
O -1.44411 -0.23738 -0.86172 -0.163
H -4.84373 0.23784 0.54945 0.078
H -2.53529 1.48252 4.23928 0.150
H -0.18854 1.25008 3.21570 0.096
F -0.69918 -3.89170 -1.67740 0.187
C 0.25155 -3.35117 -0.95072 -0.618
F 1.39361 -3.98538 -1.13394 0.169
F 0.43961 -2.06331 -1.40627 0.059
S -0.23367 -3.32688 0.86091 0.655
O -0.67921 -1.93825 1.06101 -0.351
O -1.18107 -4.36663 1.01732 -0.205
N 1.11793 -3.59044 1.60459 -0.269
S 1.89932 -2.27023 1.98631 0.653
O 1.59886 -1.74230 3.27439 -0.275
O 1.90983 -1.33511 0.83410 -0.388
C 3.62825 -2.89981 2.04059 -0.688
F 3.66855 -4.03286 2.71964 0.171
F 4.07598 -3.09768 0.80883 0.164
F 4.37138 -1.98313 2.64510 0.160
Cl 2.18675 1.20676 2.88611 0.778
C 2.08693 2.08267 1.40808 -0.674
C 1.35213 1.57826 0.34777 -0.227
C 1.25427 2.35801 -0.78774 -0.684
Cl 0.35889 1.65307 -2.08905 0.791
C 1.83201 3.61089 -0.91166 -0.702
Cl 1.62907 4.52787 -2.34894 0.713
C 2.57525 4.09519 0.15932 -0.696
Cl 3.30709 5.64403 0.05694 0.710
C 2.71281 3.32769 1.31496 -0.696
Cl 3.63420 3.92938 2.63542 0.703
```

The maximum force is 1.1 eV/Å. The HOMO energy (spin up / spin down) comes out at -9.953 / -9.944 eV. Its spin multiplicity is 6. The relative energy (zero: lowest compared OMol25 entry of this formula, charge and spin) is 9.5 kcal per mole. As for the net charge: 0. The calculation puts the LUMO energy (spin up / spin down) at -0.294 / -3.001 eV.